No. 1
Computed, not measured: C39H37FN8O4PbS as an isolated structure, with ωB97M-V/def2-TZVPD.

As for the maximum force: 0.234 eV/Å. The calculation puts the LUMO energy at -0.04 eV. The calculation puts the energy above the lowest of the compared OMol25 structures with the same formula, charge and spin at 47.8 kJ/mol. As for the electronic energy: -79958.557 eV. The value obtained for the HOMO energy is -0.2516 Eh. Its orbital gap is 6.812 eV.

The geometry in ORCA input format:
```
! wB97M-V def2-TZVPD RIJCOSX def2/J DEFGRID3
* xyz 0 1
H -2.9969 0.2485 7.0722
C -0.0911 0.2530 -5.8262
H 4.5090 3.7278 1.6232
C -0.4678 0.3352 8.0418
H -2.3597 -1.8132 4.0145
Pb -0.8131 1.3330 -0.3156
C -0.3496 -1.5485 1.2817
O -2.7112 1.5164 1.0571
C -0.5164 0.8704 5.5766
H 2.8414 0.6601 -10.3330
H 1.9656 -1.1701 -3.9218
H -0.1918 -3.2857 -9.7479
N 3.6322 4.0443 1.2408
C 0.0973 0.9177 4.3194
H -0.7367 -3.4877 -0.5035
N -1.8358 1.3060 5.6961
H -2.2959 -0.8032 1.7725
C 1.3729 -1.6880 -3.1765
C 0.3312 -0.2557 -7.1380
N -0.2830 -0.9076 0.0447
H 1.8785 0.4706 3.2013
H 2.8393 0.1262 -0.0207
C -1.4861 -1.9596 3.3879
O -4.0681 2.4919 2.5367
S 1.6870 3.7286 -0.5051
H 3.5904 1.6951 1.7244
C 0.4642 -2.4358 -9.8785
H -4.0180 2.2969 8.1281
H -0.4454 -3.1653 4.8360
C 0.9786 -1.0087 -2.0332
H 1.5155 -3.5002 3.3584
C -1.5564 0.1569 -3.9441
H -0.9171 -0.6501 8.2031
H 1.2799 0.0232 -1.9006
C 1.4027 -0.3571 -9.0678
C -2.5477 1.2455 6.9987
C 0.5819 1.2815 -5.1761
O 0.0132 1.4792 2.0464
O -3.0443 -0.0321 -1.0985
H -2.0762 1.3430 9.0757
H 1.4563 1.7582 -5.6002
C 2.0861 -1.1730 -11.1715
H -3.2431 3.2917 6.8888
C -3.0098 1.9657 2.2262
H 1.1933 -3.0257 -11.7940
C 0.1899 0.3763 6.6918
H -1.7297 -1.1206 -5.6676
H -2.3999 -0.2649 -3.4124
N 3.0612 1.8792 0.8832
N -0.9051 1.1342 -3.3115
N 1.2500 0.3960 -7.9219
H -4.4873 2.1131 6.4498
C 2.1858 -0.1915 -10.2057
H 1.6688 1.2875 -7.7316
C 1.2376 -2.2811 -11.0103
C -0.6185 1.3798 3.1198
C -1.9971 1.6816 3.3158
C 0.5495 -1.4532 -8.8923
C -1.4582 -1.3920 2.1228
H -3.4577 0.4391 -0.3515
C 0.6764 -2.9047 3.0176
N 2.2655 0.8617 0.3695
H 1.3271 -3.5458 -4.2595
C 0.7162 -2.3328 1.7578
H 2.0480 -0.4463 7.3619
C 1.4834 -0.0632 6.5214
C 0.2696 -3.6521 -2.3868
H 2.6760 -1.0881 -12.0747
C -1.5415 1.4035 8.1276
H -1.0918 2.3993 8.0673
C 2.0728 -0.0184 5.2647
N -0.1072 -1.3585 -7.6763
C 0.1936 -1.6270 -1.0489
C 1.0227 -3.0160 -3.3668
C -0.1399 -2.9768 -1.2504
F 3.3381 -0.4679 5.1347
C -0.4210 -2.7187 3.8501
H -3.5372 1.9364 4.6957
H -0.0155 -4.6895 -2.5149
H 1.6305 0.5017 1.0753
C -3.6400 2.2988 7.1061
H -2.7698 -0.8861 -0.7405
C -2.5010 1.6549 4.5846
C -1.1888 -0.3151 -5.1925
H 0.6598 2.4654 -3.3847
C 2.8292 3.1735 0.5687
C 0.1374 1.6838 -3.9284
H 1.5775 -2.4871 1.1172
H 3.5893 4.9994 0.9317
H 0.2834 0.4703 8.8208
C 1.4128 0.4627 4.1740
*
```

Atom charges from the Löwdin analysis, given in e for atoms 1 to 2: 0.158 -0.145

No. 2
Computed, not measured: C39H37InN7O4P2 as an isolated structure in a non-equilibrium geometry, with ωB97M-V/def2-TZVPD.

As for the maximum force: 3.862 eV/Å. The calculation puts the LUMO energy at -3.54 eV. The calculation puts the energy above the lowest of the compared OMol25 structures with the same formula, charge and spin at 233.4 kJ/mol. As for the electronic energy: -83408.778 eV. The value obtained for the HOMO energy is -0.3587 Eh. Its orbital gap is 6.219 eV.

The geometry in ORCA input format:
```
! wB97M-V def2-TZVPD RIJCOSX def2/J DEFGRID3
* xyz 1 1
H 5.6280 3.8462 1.7172
C 2.4691 2.6885 1.4406
C -5.9795 -1.9118 1.2545
C 7.0016 -2.4723 -2.3297
H 5.5179 3.2560 -0.7516
H -2.4537 -2.8653 0.4640
H -2.2807 -3.8501 5.5858
H -0.8840 -1.2266 -3.6624
H -0.2871 -2.6206 -2.7048
C 3.5408 3.3849 2.0243
C -3.4849 -0.7088 -1.7796
C 5.1540 -0.3097 -2.4648
C 7.3665 -1.1826 -2.7942
H 7.7190 -3.2624 -2.1776
O -0.0917 0.9550 5.5393
H -2.0878 -2.5036 7.7559
H 3.3624 -3.8502 -0.8788
H 3.2663 2.6351 -1.6747
C -4.6132 -0.5698 -0.8702
C 3.4443 2.7499 -0.5870
N 0.0262 0.8174 3.1494
H 1.2241 3.5274 -4.0331
P -4.4076 -1.0265 0.8396
In -0.2818 0.2382 0.2070
H -0.8072 -0.2724 7.7196
C -0.4944 4.2250 -2.9936
C 0.5507 3.2969 -3.2293
C -5.8264 -0.1416 -1.3709
C 1.6546 -2.5852 -0.4604
C 6.4520 -0.1508 -2.9140
O -2.1085 1.3548 0.3853
N 9.8347 -0.8522 -3.4958
H 6.8611 0.7834 -3.2808
C 0.5926 2.1043 -2.4821
C 2.8560 -2.8716 -0.9147
H -6.9221 0.6030 -3.0883
C -1.7932 -2.8389 5.6670
H -2.2813 4.5749 -1.7794
H -5.6766 0.6350 2.2139
C 2.5798 -0.6978 -0.9690
C -1.3843 2.6966 -1.2857
C -2.3786 -3.0220 -0.6242
C -0.7010 -0.1718 5.5896
H -4.7713 1.3880 0.9011
H 3.5778 3.6458 3.0314
O -0.7057 -1.0299 2.0283
C 4.7698 -1.5516 -1.9130
H -3.3278 -3.5838 -0.9554
H -5.8508 -2.2333 2.3218
C 1.2932 2.3395 2.1918
C -1.4774 3.8845 -2.0739
H 0.0551 1.1300 4.3942
N 2.4039 2.3897 0.1290
C -3.6283 -0.2187 -3.0397
C 4.7133 3.4909 1.2902
C -4.8045 0.5210 1.6266
C -4.8884 0.2295 -3.5401
C -1.1341 -0.7912 6.7790
C -0.9494 -0.9550 4.3939
N 1.4551 -1.1755 -0.4891
C 4.6394 3.2124 -0.0940
H 2.6498 0.3607 -1.1377
C -1.7041 -2.0571 6.8423
C 5.7046 -2.5943 -1.8903
O -3.4301 3.2310 -0.1417
C -5.9999 0.2500 -2.7259
H -1.5484 -2.7668 3.5096
H -1.4994 -3.7066 -0.7498
C -2.4477 2.4831 -0.2515
H -0.4535 5.1245 -3.5530
H -6.8088 -1.2767 1.1885
H -3.9847 0.8333 2.3294
H -5.0252 0.6891 -4.5795
H -6.0810 -2.8217 0.6608
C -0.5250 -0.4285 3.1383
H 4.4402 0.5468 -2.6039
N -0.3579 1.8457 -1.4967
C -1.4208 -2.2897 4.4841
N 0.5849 1.2439 1.9630
H 5.4041 -3.5712 -1.4745
C 8.6850 -0.9134 -3.2795
H -1.8365 -2.6283 -3.6474
H 1.4207 1.3824 -2.5338
H 0.9911 -3.2616 0.0880
C -1.1958 -2.0105 -3.0372
H -6.6830 -0.2866 -0.7238
H -2.7847 -0.1917 -3.6944
H 1.1267 2.8828 3.1198
N 3.4591 -1.6707 -1.2949
P -1.9263 -1.4986 -1.4467
*
```

Atom charges from the Löwdin analysis, given in e for atoms 1 to 2: 0.113 -0.243

Question: Which of these has the lowest HOMO energy?
Answer: C39H37InN7O4P2

Question: Which value of orbital gap does entry 1 give?
Answer: 6.812 eV